(1)
Computed, not measured: C16H22NSbSe4SiV as an isolated structure in a non-equilibrium geometry, with ωB97M-V/def2-TZVPD.

- highest occupied orbital energy (alpha / beta) (eV) = 0.1 / 0.2
- energy (eV) = -319920.5290
- gap between HOMO and LUMO (alpha / beta) (eV) = 4.14 / 4.00

```
! RIJCOSX wB97M-V def2-TZVPD def2/J DEFGRID3
* xyz -2 2
V -0.468 -1.398 0.972
C -3.624 -1.634 0.603
C -2.404 -1.544 1.494
C -1.887 -0.323 1.932
C -0.675 -0.237 2.584
C 0.009 -1.386 2.924
C -0.564 -2.607 2.670
C -1.709 -2.707 1.892
H -3.322 -1.799 -0.465
H -4.203 -0.705 0.634
H -4.269 -2.466 0.906
H -2.470 0.584 1.768
H -0.301 0.723 2.933
H 0.921 -1.323 3.529
H -0.100 -3.519 3.073
H -2.147 -3.698 1.717
Se 0.605 -1.403 -4.983
Sb -0.955 -1.752 -3.179
Se -0.248 -1.653 -1.019
Se 1.345 -1.919 0.469
Se -2.666 -1.862 -4.952
C -1.489 1.326 -1.410
Si -0.141 2.077 -0.215
C 0.673 3.401 -1.329
C -1.034 3.106 1.132
N 1.031 1.129 0.573
C 2.116 0.638 -0.093
C 3.202 0.122 0.662
C 4.221 -0.594 0.056
C 4.173 -0.891 -1.298
C 3.116 -0.411 -2.072
C 2.141 0.381 -1.492
H -2.188 2.074 -1.775
H -2.071 0.482 -0.977
H -0.978 0.869 -2.273
H 0.280 4.382 -1.079
H 0.478 3.211 -2.378
H 1.750 3.432 -1.194
H -1.619 3.871 0.636
H -0.311 3.603 1.774
H -1.715 2.563 1.784
H 3.217 0.304 1.744
H 5.031 -0.984 0.676
H 4.938 -1.518 -1.737
H 3.021 -0.661 -3.124
H 1.290 0.715 -2.094
*
```


(2)
Computed, not measured: one molecule with the formula C16H22O3, with ωB97M-V/def2-TZVPD.

- highest occupied orbital energy (eV) = -8.5
- energy (eV) = -23092.1787
- energy relative to the best compared isomer or geometry (same formula, charge and spin) (kJ/mol) = 2.1
- gap between HOMO and LUMO (eV) = 9.15

```
! RIJCOSX wB97M-V def2-TZVPD def2/J DEFGRID3
* xyz 0 1
C 2.627 2.032 -3.166
C 1.862 1.024 -4.015
C 1.081 0.012 -3.175
C 1.978 -0.947 -2.385
O 2.594 -0.359 -1.258
C 1.841 -0.029 -0.174
C 2.492 0.717 0.810
C 1.818 1.082 1.954
C 0.489 0.733 2.138
C -0.174 0.001 1.166
C -1.610 -0.460 1.319
C -2.272 -0.402 -0.048
O -2.751 -1.325 -0.650
O -2.288 0.847 -0.533
C -2.471 0.387 2.287
C -2.554 -0.438 3.567
C -2.658 -1.864 3.038
C -1.642 -1.896 1.897
C 0.515 -0.391 0.022
H 3.137 2.752 -3.803
H 1.947 2.572 -2.511
H 3.367 1.530 -2.550
H 1.155 1.558 -4.655
H 2.558 0.490 -4.665
H 0.451 -0.589 -3.834
H 0.432 0.550 -2.481
H 1.410 -1.837 -2.086
H 2.814 -1.273 -3.010
H 3.524 0.989 0.653
H 2.330 1.652 2.716
H -0.011 1.031 3.045
H -2.731 0.866 -1.396
H -3.475 0.498 1.870
H -2.062 1.385 2.429
H -1.641 -0.327 4.154
H -3.403 -0.153 4.187
H -3.662 -2.041 2.650
H -2.445 -2.614 3.799
H -0.653 -2.155 2.277
H -1.915 -2.612 1.123
H -0.003 -0.993 -0.709
*
```


(3)
Computed, not measured: a 2-piece molecular cluster, C16H23 overall, with ωB97M-V/def2-TZVPD.

- highest occupied orbital energy (eV) = -11.8
- energy (eV) = -16957.3539
- energy relative to the best compared isomer or geometry (same formula, charge and spin) (kJ/mol) = 0.0
- gap between HOMO and LUMO (eV) = 5.82

```
! RIJCOSX wB97M-V def2-TZVPD def2/J DEFGRID3
* xyz 1 1
C 2.753 -3.407 -1.282
C 3.422 -2.288 -0.466
C 2.751 -2.034 0.907
C 1.248 -1.878 0.821
C 0.573 -0.855 1.373
C 0.583 -3.006 0.062
C 1.221 -3.281 -1.323
H 3.146 -3.393 -2.309
H 3.031 -4.385 -0.862
H 4.489 -2.513 -0.322
H 3.389 -1.361 -1.061
H 2.957 -2.911 1.552
H 3.201 -1.161 1.392
H -0.512 -0.803 1.280
H 1.095 -0.126 1.994
H 0.694 -3.925 0.672
H -0.491 -2.817 -0.047
H 0.960 -2.459 -2.009
H 0.780 -4.188 -1.761
C -1.432 2.573 2.469
C -0.930 2.502 1.070
C 0.488 2.908 0.897
C -1.806 2.275 -0.017
C -1.476 2.645 -1.365
C -2.315 2.343 -2.428
C -3.549 1.699 -2.205
C -3.953 1.425 -0.887
C -3.125 1.738 0.186
H -2.487 2.876 2.529
H -1.313 1.625 3.018
H -0.828 3.321 3.001
H 0.724 3.339 -0.083
H 0.713 3.663 1.668
H 1.179 2.067 1.079
H -0.552 3.201 -1.556
H -2.030 2.617 -3.447
H -4.198 1.451 -3.042
H -4.932 0.975 -0.705
H -3.470 1.548 1.206
*
```


(4)
Computed, not measured: C16H23AlN7O3S as an isolated structure, with ωB97M-V/def2-TZVPD.

- highest occupied orbital energy (eV) = -10.7
- energy (eV) = -50968.1315
- gap between HOMO and LUMO (eV) = 8.04

```
! RIJCOSX wB97M-V def2-TZVPD def2/J DEFGRID3
* xyz 1 1
Al 0.596 0.167 0.300
S 2.551 -0.739 1.361
C 3.164 0.242 0.092
C 4.501 0.299 -0.331
C 4.826 1.085 -1.409
C 3.831 1.824 -2.065
C 2.546 1.736 -1.604
N 2.212 0.967 -0.550
H 5.240 -0.289 0.193
H 5.850 1.130 -1.758
H 4.068 2.454 -2.909
H 1.740 2.298 -2.061
C -0.350 1.869 4.067
C -0.242 1.101 2.795
N 0.425 1.513 1.772
O 1.063 2.732 1.904
C -0.895 -0.189 2.644
C -1.753 -0.789 3.709
N -0.698 -0.772 1.485
O -1.295 -1.857 1.173
H 0.085 2.858 3.968
H 0.177 1.331 4.858
H -1.392 1.952 4.374
H 1.655 2.776 1.142
H -2.648 -0.190 3.896
H -1.205 -0.879 4.648
H -2.063 -1.779 3.385
C -3.210 0.223 -0.159
N -2.847 1.239 -1.150
C -3.914 1.820 -1.956
C -1.599 1.579 -1.326
O -0.637 1.107 -0.680
H -4.278 0.041 -0.220
H -2.958 0.573 0.841
H -2.669 -0.707 -0.338
H -4.351 1.056 -2.598
H -3.529 2.630 -2.571
H -4.689 2.216 -1.303
H -1.417 2.330 -2.098
N 0.403 -4.947 -1.143
C 0.364 -3.666 -1.564
C 0.623 -2.601 -0.672
N 0.585 -1.350 -1.084
C 0.319 -1.113 -2.385
C 0.075 -2.161 -3.241
N 0.079 -3.429 -2.840
H 0.470 -5.166 -0.166
H 0.130 -5.669 -1.786
H 0.856 -2.784 0.365
H 0.342 -0.086 -2.717
H -0.137 -1.987 -4.289
*
```